(1)
{"formula": "C5H6NS", "method": "ωB97M-V with the def2-TZVPD basis set", "charge": 1, "e_above_lowest_kcal_mol": 129.4, "lumo_energy_ha": [-0.24875, -0.27654], "homo_lumo_gap_ev": [6.9, 5.9], "elements": ["C", "C", "C", "C", "C", "N", "S", "H", "H", "H", "H", "H", "H"], "xyz": [[1.07672, 1.01174, 0.24871], [-0.19403, -1.15030, 0.07280], [0.71442, -1.96056, -0.15220], [-0.24875, 0.46673, 0.44557], [-1.44297, 1.01928, -0.29585], [2.16467, 0.56935, 0.18093], [3.59594, 0.17515, -0.16211], [-1.32019, -1.21152, -0.18700], [1.31904, -2.82989, -0.16529], [-0.52060, 0.35639, 1.60809], [-1.32454, 0.97857, -1.42786], [-1.50971, 2.01616, -0.15581], [-2.31001, 0.55891, -0.00999]], "forces_ev_per_angstrom": [[-0.825, -0.744, 0.541], [-2.328, 1.349, -0.790], [-0.130, -0.481, 0.321], [-0.606, -0.886, 2.532], [2.799, -0.928, -3.116], [-1.315, 1.643, -0.196], [1.720, -1.067, -0.214], [1.891, -0.815, 0.450], [0.571, -0.281, -0.209], [0.827, 0.532, -2.370], [-0.034, -0.474, 1.329], [-0.340, 3.359, 0.967], [-2.231, -1.206, 0.755]]}

(2)
{"formula": "C5H6NS3SbSe4W", "method": "ωB97M-V with the def2-TZVPD basis set", "charge": 0, "lumo_energy_ha": -0.09985, "homo_lumo_gap_ev": 5.4, "elements": ["W", "C", "C", "S", "C", "C", "S", "H", "H", "H", "H", "H", "H", "Se", "Sb", "Se", "Se", "Se", "S", "C", "N"], "xyz": [[-0.26677, 0.93783, 1.43353], [-2.25524, -1.61848, -2.09227], [-1.26474, -0.97489, -1.15742], [-1.93611, 0.09883, 0.05511], [0.05080, -1.18804, -1.17052], [0.81458, -2.04934, -2.12584], [1.02843, -0.34818, 0.02810], [-3.26593, -1.27638, -1.88179], [-2.23063, -2.70354, -1.98007], [-2.02336, -1.37834, -3.13077], [0.14736, -2.56386, -2.81500], [1.40083, -2.79145, -1.58217], [1.50779, -1.43253, -2.70048], [5.23007, 0.57993, 3.75923], [3.93691, 2.18470, 2.65897], [1.72312, 1.56146, 1.96791], [-0.70603, 0.22353, 3.52373], [4.54795, 4.43359, 2.39189], [-3.51824, 2.76638, 2.05479], [-2.03383, 2.77100, 1.57905], [-0.88696, 2.76777, 1.18403]], "forces_ev_per_angstrom": [[-4.297, -2.242, 0.026], [0.059, 0.005, 0.018], [-0.248, 0.030, -0.058], [-0.341, -0.701, -0.451], [0.111, 0.358, 0.423], [-0.046, 0.031, 0.043], [0.482, -1.319, -1.343], [-0.017, -0.021, -0.024], [-0.050, 0.001, -0.021], [-0.023, 0.007, 0.000], [0.012, -0.001, -0.007], [0.010, -0.026, -0.047], [0.020, -0.072, -0.053], [-0.307, -0.099, -0.184], [1.675, 0.339, 0.651], [5.969, 2.591, 1.278], [-0.862, -0.384, -0.023], [-0.426, -0.270, -0.162], [-0.243, 0.181, 0.017], [-0.311, 0.729, -0.036], [-1.167, 0.863, -0.048]]}

(3)
{"formula": "C5H6O", "method": "ωB97M-V with the def2-TZVPD basis set", "charge": 0, "e_above_lowest_kcal_mol": 43.7, "lumo_energy_ha": 0.04242, "homo_lumo_gap_ev": 10.5, "elements": ["C", "C", "C", "C", "O", "C", "H", "H", "H", "H", "H", "H"], "xyz": [[0.69463, 0.85563, -0.53321], [1.07270, -0.59538, -0.28215], [0.01766, -1.35515, 0.01797], [-1.10959, -0.47642, 0.39321], [-0.69064, 0.43330, 1.43342], [-0.68618, 0.90425, 0.10087], [1.39580, 1.57914, -0.10458], [0.62749, 1.06974, -1.61120], [2.00176, -0.96966, 0.10147], [0.08202, -2.42231, 0.18808], [-2.12877, -0.81449, 0.51321], [-1.39431, 1.69687, -0.12048]], "forces_ev_per_angstrom": [[0.018, -0.094, 0.164], [-0.331, -0.067, 0.625], [0.073, 0.059, 0.165], [-0.347, -0.160, -0.183], [-0.155, 0.097, 0.225], [-0.037, 0.207, -0.225], [-0.155, -0.133, 0.066], [0.055, -0.108, 0.254], [0.997, 0.061, -1.083], [-0.126, 0.101, 0.273], [-0.094, 0.104, -0.248], [0.104, -0.068, -0.031]]}

(4)
{"formula": "C5H6O", "method": "ωB97M-V with the def2-TZVPD basis set", "charge": 0, "e_above_lowest_kcal_mol": 149.8, "lumo_energy_ha": [-0.05037, -0.05036], "homo_lumo_gap_ev": [7.0, 7.0], "elements": ["C", "C", "C", "C", "C", "O", "H", "H", "H", "H", "H", "H"], "xyz": [[-0.12199, -1.21201, 2.50872], [-0.35352, -0.62890, 1.47844], [-0.76673, 0.25300, 0.34409], [0.53439, 0.69567, -0.57644], [0.71256, -0.16572, -1.64595], [-1.60357, -0.21056, -0.54913], [0.07049, -1.70361, 3.43697], [-1.00982, 1.21616, 0.84502], [-0.29121, 1.09517, -1.28242], [1.31612, 1.41812, -0.33426], [0.01474, -0.99856, -1.75007], [1.42088, 0.06776, -2.43989]], "forces_ev_per_angstrom": [[-0.013, 0.224, -0.405], [0.143, -0.181, 0.422], [0.027, 0.195, 0.194], [0.348, -0.141, -0.004], [-0.075, 0.239, 0.005], [-0.256, -0.321, 0.170], [-0.019, -0.004, -0.220], [-0.107, -0.127, -0.131], [0.025, 0.176, -0.190], [-0.131, -0.045, -0.098], [-0.117, 0.269, 0.003], [0.176, -0.284, 0.254]]}

(5)
{"formula": "C5H6O", "method": "ωB97M-V with the def2-TZVPD basis set", "charge": 0, "e_above_lowest_kcal_mol": 68.1, "lumo_energy_ha": 0.03890, "homo_lumo_gap_ev": 11.1, "elements": ["C", "C", "C", "C", "C", "O", "H", "H", "H", "H", "H", "H"], "xyz": [[-1.35141, 1.63574, -0.85868], [-0.20132, 1.28656, -0.77463], [1.01791, 0.56244, -0.39403], [0.53616, -0.32128, 0.74886], [-0.38048, -1.40323, 0.42478], [0.96523, -1.66581, 0.82154], [-2.38402, 1.89815, -0.89555], [1.82841, 1.23246, -0.08645], [1.38982, -0.06442, -1.21357], [0.42757, 0.19132, 1.70627], [-0.60040, -1.58973, -0.62780], [-1.16655, -1.68156, 1.12494]], "forces_ev_per_angstrom": [[0.480, -0.056, -0.012], [-0.585, 0.123, 0.004], [-0.007, -0.008, 0.016], [-0.061, 0.161, 0.056], [-0.264, -0.028, -0.062], [0.238, -0.140, 0.028], [0.160, 0.148, -0.144], [-0.171, -0.094, -0.054], [-0.115, 0.114, 0.117], [0.042, -0.144, -0.124], [0.058, -0.009, 0.208], [0.224, -0.068, -0.033]]}

(6)
{"formula": "C5H6O", "method": "ωB97M-V with the def2-TZVPD basis set", "charge": 0, "e_above_lowest_kcal_mol": 57.5, "lumo_energy_ha": 0.02546, "homo_lumo_gap_ev": 9.4, "elements": ["C", "C", "C", "O", "C", "C", "H", "H", "H", "H", "H", "H"], "xyz": [[1.27316, 0.98821, -0.87087], [1.16467, 0.12690, 0.14432], [0.04102, -0.82943, 0.35333], [0.41927, -2.15592, 0.34186], [-1.17999, -0.38090, 0.58575], [-2.26583, 0.34035, 0.47681], [2.18491, 1.57397, -0.96093], [0.53216, 1.14690, -1.65895], [1.27890, -2.20102, -0.10208], [-2.56079, 0.66396, -0.51504], [1.97031, 0.05076, 0.87647], [-2.85777, 0.67623, 1.32933]], "forces_ev_per_angstrom": [[0.187, -0.201, 0.197], [-0.035, 0.163, -0.144], [-0.337, 0.561, 0.066], [-0.133, 0.172, -0.103], [0.647, -0.076, -0.620], [0.191, -0.105, 0.345], [-0.178, 0.026, 0.053], [0.056, -0.281, 0.429], [-0.248, -0.051, 0.143], [-0.354, -0.161, 0.008], [0.011, 0.010, -0.182], [0.194, -0.057, -0.192]]}

(7)
{"formula": "C5H6O", "method": "ωB97M-V with the def2-TZVPD basis set", "charge": 0, "e_above_lowest_kcal_mol": 32.0, "lumo_energy_ha": 0.02737, "homo_lumo_gap_ev": 10.4, "elements": ["C", "C", "O", "C", "C", "C", "H", "H", "H", "H", "H", "H"], "xyz": [[-1.30029, 1.40597, 1.05028], [-0.82318, 0.09019, 0.47725], [-1.58726, -0.81176, 0.20738], [1.51214, -1.66346, -1.60237], [1.10678, -0.85183, -0.66992], [0.64884, -0.01018, 0.22553], [-2.39087, 1.40875, 1.08593], [-0.94504, 2.23742, 0.43069], [-0.89835, 1.55512, 2.05912], [1.57227, -1.33214, -2.63584], [1.78103, -2.69162, -1.37882], [1.32392, 0.66354, 0.75075]], "forces_ev_per_angstrom": [[-0.080, 0.025, 0.019], [-0.228, -0.172, -0.102], [0.262, 0.336, 0.093], [-0.084, 0.118, 0.149], [0.048, -0.022, -0.072], [0.102, -0.137, -0.135], [0.158, 0.006, 0.025], [-0.032, -0.124, 0.091], [-0.017, -0.050, -0.134], [-0.006, -0.025, 0.148], [-0.022, 0.139, 0.022], [-0.102, -0.093, -0.104]]}

(8)
{"formula": "C5H6O", "method": "ωB97M-V with the def2-TZVPD basis set", "charge": 0, "e_above_lowest_kcal_mol": 49.7, "lumo_energy_ha": 0.03459, "homo_lumo_gap_ev": 10.5, "elements": ["C", "C", "C", "C", "C", "O", "H", "H", "H", "H", "H", "H"], "xyz": [[-1.68525, 0.60208, 1.08613], [-1.22742, -0.41803, 0.40977], [-0.39333, -1.12935, -0.30183], [0.60373, -0.27231, -1.05442], [1.54344, 0.36850, -0.03668], [1.73185, -0.06982, 1.07082], [-2.62956, 1.10305, 0.90413], [-0.25122, -2.20091, -0.20863], [1.20430, -0.81751, -1.79465], [0.08647, 0.53120, -1.59050], [-1.02873, 0.99690, 1.85945], [2.04571, 1.30620, -0.34358]], "forces_ev_per_angstrom": [[0.001, -0.174, -0.035], [0.188, 0.207, -0.041], [-0.168, 0.115, 0.142], [0.080, 0.021, -0.008], [0.143, -0.123, 0.257], [0.009, 0.212, -0.430], [0.064, -0.138, -0.054], [-0.162, 0.153, -0.016], [-0.077, 0.030, 0.136], [0.151, -0.098, 0.022], [-0.282, -0.124, 0.186], [0.054, -0.080, -0.160]]}

(9)
{"formula": "C5H6O", "method": "ωB97M-V with the def2-TZVPD basis set", "charge": 0, "e_above_lowest_kcal_mol": 117.0, "lumo_energy_ha": [-0.04836, -0.00599], "homo_lumo_gap_ev": [7.5, 9.6], "elements": ["C", "C", "C", "C", "C", "O", "H", "H", "H", "H", "H", "H"], "xyz": [[1.18238, -1.05906, 0.85208], [0.59020, 0.16735, 1.34924], [-0.62640, 0.53839, 0.58359], [-0.54448, 0.43701, -0.72830], [-1.52793, 0.63546, -1.79914], [-1.30511, 0.35111, -2.95665], [0.71143, -1.60989, 0.04881], [0.45212, 0.05095, -1.07070], [1.85507, -1.63336, 1.48011], [1.22410, 1.06283, 1.29173], [0.49000, -0.00240, 2.43788], [-2.50139, 1.06159, -1.48865]], "forces_ev_per_angstrom": [[0.666, -1.338, -0.313], [-0.290, 0.707, 1.542], [0.505, -0.264, -0.759], [0.129, -0.130, -0.482], [-0.146, 0.073, -0.175], [-0.106, 0.148, 0.487], [0.128, 0.070, 0.059], [-0.736, 0.394, -0.048], [0.005, 0.183, 0.003], [0.221, -0.156, -0.029], [-0.423, 0.372, -0.224], [0.044, -0.060, -0.062]]}